1.
{
  "formula": "C32H25AuBrN4O4S",
  "method": "ωB97M-V with the def2-TZVPD basis set",
  "symbols": ["Au", "C", "C", "C", "C", "C", "C", "C", "S", "O", "O", "N", "C", "C", "C", "C", "C", "C", "C", "C", "N", "C", "H", "H", "H", "H", "H", "H", "H", "H", "H", "H", "H", "H", "H", "N", "C", "C", "C", "C", "C", "C", "C", "C", "N", "C", "H", "H", "H", "H", "H", "H", "H", "H", "Br", "C", "C", "C", "C", "C", "C", "C", "O", "O", "H", "H", "H", "H"],
  "positions_angstrom": [[1.334, 0.069, -0.340], [-4.799, 3.284, -3.469], [-3.906, 2.119, -3.120], [-4.378, 1.074, -2.321], [-3.541, 0.052, -1.915], [-2.211, 0.078, -2.324], [-1.729, 1.067, -3.176], [-2.587, 2.080, -3.573], [-1.094, -1.128, -1.749], [-1.743, -2.396, -1.606], [0.094, -1.046, -2.562], [-0.584, -0.584, -0.225], [-1.043, -1.098, 1.020], [-2.258, -1.714, 1.187], [-2.727, -2.059, 2.472], [-2.004, -1.796, 3.590], [-0.719, -1.234, 3.459], [0.135, -0.981, 4.552], [1.411, -0.542, 4.342], [1.845, -0.346, 3.020], [1.054, -0.511, 1.987], [-0.225, -0.930, 2.173], [-5.514, 3.478, -2.670], [-5.364, 3.081, -4.382], [-4.205, 4.182, -3.635], [-5.416, 1.074, -2.003], [-3.909, -0.756, -1.291], [-0.695, 1.039, -3.502], [-2.219, 2.863, -4.225], [-2.854, -1.936, 0.316], [-3.692, -2.541, 2.560], [-2.386, -2.039, 4.575], [-0.231, -1.143, 5.562], [2.092, -0.356, 5.164], [2.868, -0.042, 2.811], [3.343, 0.717, -0.205], [4.296, -0.357, -0.476], [5.642, -0.166, -0.440], [6.519, -1.223, -0.764], [6.023, -2.435, -1.148], [4.627, -2.660, -1.170], [4.033, -3.884, -1.560], [2.680, -4.037, -1.500], [1.889, -2.965, -1.046], [2.416, -1.803, -0.717], [3.767, -1.617, -0.790], [3.446, 1.498, -0.855], [3.453, 1.100, 0.731], [6.044, 0.805, -0.168], [7.586, -1.053, -0.719], [6.690, -3.241, -1.434], [4.670, -4.693, -1.906], [2.198, -4.959, -1.795], [0.816, -3.067, -0.965], [1.479, 3.071, 1.955], [-0.348, 2.571, 1.714], [-1.098, 2.309, 2.852], [-2.443, 1.998, 2.722], [-3.051, 2.032, 1.471], [-2.304, 2.360, 0.348], [-0.934, 2.565, 0.444], [-0.140, 2.758, -0.834], [-0.486, 3.604, -1.627], [0.929, 1.984, -1.007], [-0.633, 2.363, 3.830], [-3.027, 1.773, 3.608], [-4.109, 1.817, 1.373], [-2.773, 2.470, -0.624]],
  "mulliken_charge": [1.311, -1.680, 0.899, -0.847, -0.401, 0.102, -0.346, -0.639, 1.571, -0.693, -0.739, 0.499, 0.991, -1.177, -0.967, -1.058, 0.837, -0.785, -1.041, -0.173, 0.070, 0.344, 0.386, 0.374, 0.394, 0.411, 0.382, 0.465, 0.401, 0.507, 0.449, 0.447, 0.448, 0.443, 0.397, -0.521, 0.453, -0.520, -0.777, -0.932, 0.383, -0.492, -1.170, 0.063, -0.207, 0.247, 0.499, 0.360, 0.503, 0.412, 0.425, 0.437, 0.450, 0.449, -0.098, 0.416, -0.453, -0.704, -0.790, -0.577, 0.478, 0.143, -0.567, -0.643, 0.501, 0.411, 0.456, 0.782],
  "charge": 1
}

***

2.
{
  "formula": "C5H6Cl2",
  "method": "ωB97M-V with the def2-TZVPD basis set",
  "symbols": ["C", "C", "C", "C", "C", "H", "H", "H", "H", "H", "H", "Cl", "Cl"],
  "positions_angstrom": [[1.334, 0.063, -1.196], [0.193, -0.947, -1.278], [0.616, -0.349, 0.083], [-0.276, 0.697, 0.681], [-1.301, 0.341, 1.909], [2.375, -0.129, -1.398], [0.425, -2.018, -1.069], [1.081, -0.955, 0.847], [-0.499, 1.501, -0.024], [-1.271, -0.572, 2.688], [-2.181, 1.109, 2.316], [0.934, 1.764, -1.582], [-1.430, -0.506, -1.977]],
  "mulliken_charge": [-0.213, -0.187, -0.299, -0.209, -0.658, 0.372, 0.365, 0.441, 0.334, 0.217, 0.205, -0.212, -0.156],
  "smiles": "C=C[C@@H]1[C@H](Cl)[C@@H]1Cl"
}

***

Gap between HOMO and LUMO values, unit eV, following the record order: 6.07 9.04.
HOMO values, unit eV, following the record order: -10.77 -8.60.
E_LUMO values, unit eV, following the record order: -4.700 0.443.